No. 1
Density functional theory data (the ωB97M-V functional and the def2-TZVPD basis) for C26H29AsN2O3PRuS as an isolated structure.

- Spin multiplicity: 2
- HOMO (alpha / beta): -8.207 / -8.256 eV
- Frontier orbital gap (alpha / beta): 0.2397 / 0.2503 hartree

Each line ends with the Mulliken spin population.
Geometry (Å):
Ru1 -0.320 1.854 -0.599  1.0235
O1 -2.630 1.230 0.193  -0.0176
S1 -2.294 1.343 1.658  0.0010
O2 -2.392 3.718 1.307  0.0042
O3 -0.802 1.469 1.770  0.0009
C1 -2.445 -0.471 1.999  0.0032
C2 -2.901 -0.980 3.193  -0.0009
C3 -2.948 -2.357 3.367  -0.0001
C4 -2.540 -3.193 2.339  -0.0003
C5 -2.068 -2.669 1.150  0.0007
C6 -2.022 -1.287 0.966  0.0036
P1 -1.273 -0.531 -0.518  -0.0029
C7 -2.492 -0.645 -1.856  -0.0025
C8 -2.517 0.384 -2.791  0.0127
C9 -3.354 0.306 -3.888  0.0009
C10 -4.174 -0.799 -4.049  0.0007
C11 -4.178 -1.810 -3.101  -0.0011
C12 -3.340 -1.735 -2.000  0.0022
C13 -0.105 -1.907 -0.865  -0.0384
C14 0.892 -2.055 0.098  0.0028
C15 1.817 -3.075 0.003  -0.0005
C16 1.762 -3.955 -1.069  0.0008
C17 0.785 -3.801 -2.038  0.0010
C18 -0.144 -2.778 -1.945  0.0053
H1 -3.204 -0.307 3.981  0.0003
H2 -3.294 -2.779 4.297  -0.0001
H3 -2.572 -4.265 2.472  0.0000
H4 -1.732 -3.331 0.364  -0.0002
H5 -1.872 1.254 -2.648  -0.0095
H6 -3.371 1.101 -4.619  0.0000
H7 -4.826 -0.863 -4.907  0.0001
H8 -4.829 -2.664 -3.218  -0.0002
H9 -3.344 -2.517 -1.255  -0.0004
H10 0.917 -1.353 0.930  0.0005
H11 2.578 -3.192 0.763  0.0002
H12 2.483 -4.755 -1.146  -0.0001
H13 0.740 -4.490 -2.869  0.0002
H14 -0.899 -2.661 -2.706  -0.0002
N1 1.070 0.536 -3.155  0.0632
C19 0.850 1.344 -2.359  -0.0617
N2 -1.358 3.726 -0.830  0.0880
C20 -1.861 3.698 0.247  -0.0082
C21 4.792 0.963 0.219  0.0007
C22 3.343 0.754 -0.208  0.0099
As1 1.977 1.919 0.658  -0.0793
C23 2.789 3.683 0.282  -0.0055
C24 1.712 4.761 0.287  0.0228
C25 2.468 1.787 2.584  -0.0085
C26 2.265 0.379 3.124  -0.0003
H15 5.436 0.286 -0.342  0.0000
H16 4.932 0.763 1.282  -0.0001
H17 5.109 1.986 0.012  -0.0001
H18 3.049 -0.292 -0.067  0.0027
H19 3.237 0.966 -1.278  0.0001
H20 3.264 3.634 -0.702  -0.0016
H21 3.556 3.909 1.032  -0.0016
H22 0.943 4.520 -0.455  -0.0081
H23 2.123 5.741 0.052  0.0004
H24 1.236 4.814 1.268  -0.0009
H25 1.832 2.494 3.123  0.0001
H26 3.512 2.104 2.693  -0.0014
H27 1.217 0.094 3.016  -0.0001
H28 2.532 0.327 4.180  -0.0003
H29 2.884 -0.329 2.571  0.0001

No. 2
Density functional theory data (the ωB97M-V functional and the def2-TZVPD basis) for C26H29BF2N13O5S3Zr as an isolated structure.

- HOMO: -9.600 eV
- Charge: +1
- Frontier orbital gap: 0.2401 hartree

Each line ends with the Löwdin charge.
Geometry (Å):
Zr1 -0.314 0.633 -0.591  1.6315
O1 -0.895 0.861 5.287  0.1413
C1 -0.239 -0.259 4.996  -0.4858
O2 0.025 -1.085 5.826  0.1289
C2 0.158 -0.480 3.573  -0.0252
C3 0.764 -1.647 3.151  0.0352
N1 0.952 -1.572 1.831  0.0785
N2 0.509 -0.404 1.347  -0.0445
C4 0.036 0.265 2.400  -0.1522
C5 -0.462 1.639 2.135  -0.5395
O3 -1.153 2.233 2.940  0.1022
O4 -0.094 2.103 0.964  -0.1991
H1 -1.059 1.406 4.483  0.0709
H2 1.074 -2.498 3.731  0.1314
H3 1.375 -2.286 1.211  0.0906
C6 -4.504 3.321 -0.273  -0.0020
N3 -4.681 1.872 -0.388  -0.1152
C7 -6.021 1.306 -0.262  -0.0189
C8 -3.601 1.100 -0.547  -0.3728
N4 -2.374 1.537 -0.457  0.0398
N5 -3.845 -0.226 -0.850  0.1783
C9 -2.915 -1.236 -0.810  -0.4711
N6 -3.330 -2.424 -1.274  0.2153
N7 -1.739 -1.048 -0.291  -0.0382
H4 -5.480 3.789 -0.349  0.0995
H5 -3.892 3.696 -1.096  0.0733
H6 -4.063 3.589 0.690  0.1079
H7 -6.673 2.060 0.165  0.0974
H8 -6.022 0.450 0.413  0.1007
H9 -6.435 1.019 -1.233  0.1013
H10 -2.338 2.498 -0.138  0.0709
H11 -4.758 -0.450 -1.208  0.1421
H12 -4.180 -2.518 -1.802  0.1247
H13 -2.646 -3.158 -1.377  0.1255
H14 -1.175 -1.901 -0.356  -0.0254
S1 4.308 -6.737 -0.976  0.6269
C10 3.389 -5.394 -0.733  -1.0944
S2 2.539 -4.627 -2.049  0.9980
C11 1.831 -3.496 -0.977  -1.0931
N8 2.174 -3.656 0.262  -0.0308
N9 3.065 -4.716 0.399  -0.1303
C12 3.522 -4.989 1.726  -0.1986
C13 4.788 -5.503 1.962  -0.0410
C14 5.189 -5.735 3.272  -0.0637
C15 4.348 -5.459 4.337  -0.0778
C16 3.084 -4.941 4.088  -0.0762
C17 2.674 -4.708 2.787  -0.0416
S3 0.762 -2.234 -1.539  0.5559
H15 5.458 -5.709 1.144  0.0663
H16 6.178 -6.136 3.450  0.1105
H17 4.670 -5.646 5.352  0.1072
H18 2.411 -4.727 4.908  0.1075
H19 1.686 -4.332 2.583  0.0873
N10 2.696 0.400 -1.966  0.0091
C18 4.020 0.432 -1.780  -0.0514
C19 4.239 0.866 -0.487  -0.0280
C20 2.964 1.056 0.042  -0.1399
N11 2.028 0.767 -0.864  -0.1306
H20 2.179 0.046 -2.758  0.1165
H21 4.697 0.144 -2.566  0.1324
H22 5.185 1.007 0.003  0.1072
H23 2.671 1.392 1.024  0.1177
F1 -1.859 0.027 -3.200  0.0856
B1 -0.514 0.162 -2.998  -0.7311
F2 0.088 0.543 -4.128  0.1404
N12 -2.127 5.749 -4.716  0.1984
C21 -2.297 4.948 -3.645  -0.4942
O5 -3.381 4.545 -3.263  0.0628
C22 -1.055 4.554 -2.898  -0.1043
C23 -0.062 5.435 -2.503  0.0186
C24 0.967 4.959 -1.706  -0.0084
C25 0.960 3.631 -1.323  -0.0957
N13 0.009 2.770 -1.713  -0.0341
C26 -0.973 3.236 -2.488  -0.0795
H24 -2.939 6.035 -5.238  0.1248
H25 -1.215 5.986 -5.063  0.1130
H26 -0.102 6.480 -2.787  0.1295
H27 1.756 5.609 -1.357  0.1207
H28 1.729 3.238 -0.676  0.0995
H29 -1.747 2.540 -2.786  0.1114

No. 3
Density functional theory data (the ωB97M-V functional and the def2-TZVPD basis) for C26H29IrN2P2 as an isolated structure.

- Spin multiplicity: 2
- HOMO (alpha / beta): -17.096 / -17.344 eV
- Charge: +3
- Frontier orbital gap (alpha / beta): 0.2189 / 0.1962 hartree

Each line ends with the Mulliken spin population.
Geometry (Å):
Ir1 0.816 -0.505 0.876  0.0266
C1 -2.223 -0.751 -2.506  0.0158
C2 -1.407 0.318 -2.878  0.0067
C3 -0.806 1.103 -1.915  0.0344
C4 -1.052 0.836 -0.552  0.0368
C5 -1.892 -0.237 -0.183  0.0207
C6 -2.470 -1.024 -1.167  -0.0011
P1 -0.390 1.974 0.706  0.3261
C7 -1.266 3.505 0.725  0.1047
C8 -0.713 4.569 1.468  0.0609
C9 -1.367 5.780 1.506  -0.0197
C10 -2.593 5.924 0.854  0.1025
C11 -3.137 4.872 0.113  -0.0095
C12 -2.506 3.648 0.079  0.0407
C13 1.293 2.186 0.128  0.0799
C14 1.894 3.365 -0.310  -0.0034
C15 3.219 3.325 -0.718  0.0181
C16 3.942 2.137 -0.645  0.0473
C17 3.331 0.948 -0.244  -0.0110
C18 2.014 0.977 0.153  0.0479
H1 -2.682 -1.365 -3.270  -0.0005
H2 -1.257 0.550 -3.925  0.0005
H3 -0.186 1.941 -2.206  0.0025
H4 -2.167 -0.383 0.857  0.0040
H5 -3.140 -1.828 -0.893  0.0005
H6 0.216 4.435 2.009  -0.0009
H7 -0.942 6.610 2.053  0.0009
H8 -3.145 6.851 0.942  0.0011
H9 -4.060 5.016 -0.433  0.0023
H10 -2.952 2.825 -0.466  0.0029
H11 1.332 4.289 -0.342  -0.0007
H12 3.696 4.222 -1.089  0.0023
H13 4.994 2.124 -0.899  0.0013
H14 3.910 0.033 -0.245  -0.0005
C19 2.601 -3.144 -0.242  0.0006
P2 1.026 -2.841 0.604  0.0347
C20 1.091 -3.909 2.063  -0.0017
C21 -0.208 -3.540 -0.489  -0.0018
C22 -0.102 -3.264 -1.858  0.0004
C23 -0.878 -3.970 -2.758  -0.0003
C24 -1.817 -4.887 -2.293  0.0024
C25 -1.967 -5.115 -0.930  -0.0008
C26 -1.180 -4.428 -0.020  0.0018
H15 2.715 -2.492 -1.106  0.0015
H16 2.637 -4.184 -0.568  0.0012
H17 3.429 -2.958 0.443  -0.0004
H18 1.158 -4.941 1.718  0.0003
H19 0.214 -3.794 2.699  0.0005
H20 1.988 -3.690 2.644  -0.0001
H21 0.621 -2.538 -2.214  -0.0004
H22 -0.739 -3.824 -3.821  0.0001
H23 -2.452 -5.410 -2.997  0.0001
H24 -2.677 -5.850 -0.577  0.0000
H25 -1.290 -4.626 1.038  0.0001
N1 1.216 0.951 3.418  0.0208
N2 1.092 -0.425 3.082  0.0013
H26 2.178 1.251 3.305  -0.0015
H27 0.895 1.149 4.361  0.0003
H28 0.259 -0.803 3.529  -0.0004
H29 1.887 -0.986 3.390  0.0012

So what do the calculations give for energy relative to the best compared isomer or geometry (same formula, charge and spin)? Going down the list: 0.0 0.0 46.5 kcal per mole.
So what do the calculations give for E_tot? Going down the list: -4413.4880 -3562.5715 -1903.6029 hartree.